50
Properties=species:S:1:pos:R:3:lowdin_charge:R:1 method="wB97M-V/def2-TZVPD" de_lowest_kcal_mol=77.3 gap_ha=0.3295 max_force_ha_per_bohr=0.106 lumo_energy_ev=0.09 smiles="CC(=O)N(C)CCCCPC(=O)NC(=O)F.CO.CO.CO" e_tot_ha=-1476.04115
C 3.30 -1.04 3.20 -0.0176
C 2.59 -1.95 2.07 -0.3801
O 2.60 -3.21 2.33 -0.0338
N 1.92 -1.47 0.88 -0.1252
C 1.66 -2.54 -0.12 -0.0835
C 2.55 -0.27 0.26 -0.1814
C 1.42 0.89 -0.01 -0.1805
C 0.82 1.47 1.35 -0.2498
C -0.71 1.88 1.40 -0.3977
P -1.93 1.02 0.26 0.9823
C -2.17 -0.72 1.05 -0.5313
O -1.36 -1.23 1.86 0.0304
N -3.44 -1.42 0.63 0.0916
C -4.05 -1.84 1.92 -0.3674
O -4.34 -3.01 2.20 0.1023
F -4.21 -0.75 2.86 0.0337
H 3.06 0.05 2.94 0.0526
H 2.99 -1.33 4.25 0.0929
H 4.44 -1.20 3.02 0.0991
H 0.95 -2.14 -0.95 0.0962
H 2.63 -2.88 -0.65 0.1073
H 1.14 -3.46 0.30 0.0969
H 2.89 -0.59 -0.80 0.0999
H 3.47 0.15 0.78 0.1236
H 2.00 1.74 -0.53 0.1033
H 0.69 0.45 -0.76 0.0677
H 1.06 0.72 2.19 0.0927
H 1.44 2.41 1.62 0.1165
H -0.79 3.02 1.24 0.0738
H -1.08 1.69 2.48 0.1011
H -1.42 0.78 -1.06 -0.0392
H -3.20 -2.24 0.06 0.1050
C -2.85 5.20 -0.35 -0.1532
O -2.19 3.95 -0.44 -0.2025
H -2.11 6.00 -0.39 0.0785
H -3.55 5.31 -1.18 0.0756
H -3.39 5.26 0.60 0.0785
H -2.87 3.26 -0.40 0.0002
C 3.66 1.69 -3.00 -0.1482
O 2.85 0.55 -2.73 -0.1527
H 4.10 2.03 -2.07 0.0789
H 4.45 1.42 -3.70 0.0780
H 3.04 2.48 -3.43 0.0800
H 2.48 0.26 -3.58 0.0868
C -3.35 -3.65 -2.50 -0.1499
O -2.50 -2.52 -2.32 -0.1468
H -3.94 -3.79 -1.59 0.0750
H -4.02 -3.48 -3.34 0.0800
H -2.75 -4.54 -2.68 0.0812
H -1.99 -2.42 -3.14 0.0786